No. 1
Here is a cluster of 2 separate species, C3H6BrO3S in total from OMol25. Energies are from ωB97M-V/def2-TZVPD.

Properties
Net charge: -1
LUMO in eV: 2.92
E_tot in a.u.: -3315.8505
Energy relative to the best compared isomer or geometry (same formula, charge and spin) in kcal/mol: 28.50
HOMO-LUMO gap in eV: 8.33
Molar mass in Da: 202.0
HOMO energy in eV: -5.41

Bonds (Å) are listed after each position.
Atoms and positions in Å:
1 C 0.54 0.95 0.88  C2 1.526, H9 1.178, H10 1.085, H11 1.104
2 C 2.00 0.71 0.52  C1 1.526, C3 1.303, H13 1.166
3 C 2.25 -0.21 -0.36  C2 1.303, Br8 2.000, H14 1.065
4 O -1.27 -0.93 -0.51  S7 1.559
5 O -3.16 -0.34 -1.97  S7 1.433
6 O -3.48 -2.15 -0.36  S7 1.405
7 S -2.82 -0.96 -0.73  O4 1.559, O5 1.433, O6 1.405, H12 1.441
8 Br 4.13 -0.57 -0.93  C3 2.000
9 H -0.23 0.24 0.34  C1 1.178
10 H 0.45 2.00 0.62  C1 1.085
11 H 0.34 0.86 1.96  C1 1.104
12 H -3.18 -0.06 0.34  S7 1.441
13 H 2.83 1.24 1.16  C2 1.166
14 H 1.59 -0.79 -0.95  C3 1.065

No. 2
Here is a cluster of 2 separate species, C3H6BrP in total from OMol25. Energies are from ωB97M-V/def2-TZVPD.

Properties
LUMO (alpha / beta) in eV: -1.10 / -0.50
E_tot in a.u.: -3033.1514
Energy relative to the best compared isomer or geometry (same formula, charge and spin) in kcal/mol: 53.45
HOMO-LUMO gap (alpha / beta) in eV: 6.95 / 7.73
Molar mass in Da: 153.0
HOMO energy (alpha / beta) in eV: -8.06 / -8.23

Bonds (Å) are listed after each position.
Atoms and positions in Å:
1 C 0.48 0.88 0.91  C2 1.366, H6 1.047, H7 1.103
2 C 1.26 -0.06 0.30  C1 1.366, C3 1.400, H8 1.128
3 C 1.29 -0.43 -1.05  C2 1.400, H9 1.044, H10 1.075
4 P -2.04 -0.95 0.03  Br5 2.150, H11 1.356
5 Br -3.04 0.50 -1.20  P4 2.150
6 H 0.48 0.74 1.95  C1 1.047
7 H -0.08 1.68 0.42  C1 1.103
8 H 2.07 -0.48 0.96  C2 1.128
9 H 0.60 0.04 -1.67  C3 1.044
10 H 2.08 -0.99 -1.52  C3 1.075
11 H -3.10 -0.92 0.88  P4 1.356

No. 3
Here is a cluster of 2 separate species, C3H6Cl2NO in total from OMol25. Energies are from ωB97M-V/def2-TZVPD.

Properties
Net charge: -1
LUMO (alpha / beta) in eV: 3.69 / 3.76
E_tot in a.u.: -1168.1886
Energy relative to the best compared isomer or geometry (same formula, charge and spin) in kcal/mol: 45.97
HOMO-LUMO gap (alpha / beta) in eV: 6.52 / 6.88
Molar mass in Da: 143.0
HOMO energy (alpha / beta) in eV: -2.82 / -3.12

Bonds (Å) are listed after each position.
Atoms and positions in Å:
1 C 0.68 0.17 1.23  C3 1.440, H8 1.102, H9 1.070, H10 1.097
2 C 0.67 -0.61 -1.29  C3 1.465, H11 1.138, H12 1.180, H13 1.180
3 C 0.46 0.33 -0.18  C1 1.440, C2 1.465, Cl6 1.812
4 N -1.95 0.77 0.05  O5 1.228, Cl7 1.970
5 O -2.06 0.65 1.27  N4 1.228
6 Cl 0.75 2.05 -0.69  C3 1.812
7 Cl -2.60 -0.86 -0.86  N4 1.970
8 H 0.92 0.92 2.01  C1 1.102
9 H 1.29 -0.65 1.53  C1 1.070
10 H -0.35 0.03 1.59  C1 1.097
11 H 0.09 -0.33 -2.23  C2 1.138
12 H 0.29 -1.69 -1.01  C2 1.180
13 H 1.82 -0.78 -1.41  C2 1.180

No. 4
Here is a cluster of 3 separate species, C3H6Cl2O3 in total from OMol25. Energies are from ωB97M-V/def2-TZVPD.

Properties
LUMO in eV: 0.25
E_tot in a.u.: -1263.8693
Energy relative to the best compared isomer or geometry (same formula, charge and spin) in kcal/mol: 89.01
HOMO-LUMO gap in eV: 8.88
Molar mass in Da: 161.0
HOMO energy in eV: -8.63

Bonds (Å) are listed after each position.
Atoms and positions in Å:
1 C -1.15 1.03 0.11  C2 1.311, O4 1.386, H9 1.084
2 C -0.74 0.24 1.07  C1 1.311, O5 1.386, H10 1.085
3 C 1.92 1.14 -0.49  O6 1.289, Cl8 1.668
4 O -1.04 0.95 -1.27  C1 1.386, H12 0.987
5 O 0.10 -0.85 1.27  C2 1.386, H13 0.934
6 O 2.56 0.19 0.09  C3 1.289, H14 1.066
7 Cl 1.84 -2.63 -0.79  H11 1.198
8 Cl 1.91 2.60 0.31  C3 1.668
9 H -1.82 1.81 0.42  C1 1.084
10 H -1.13 0.40 2.07  C2 1.085
11 H 0.81 -2.85 -0.22  Cl7 1.198
12 H -0.17 0.71 -1.67  O4 0.987
13 H 0.50 -1.07 0.46  O5 0.934
14 H 3.00 0.32 1.05  O6 1.066

- Among the records above, which one has the lowest molar mass?
  C3H6Cl2NO

- Among the records above, which one has the highest energy relative to the best compared isomer or geometry (same formula, charge and spin)?
  C3H6Cl2O3

- What is the molar mass in the fourth record?
  161.0 Da

- Which of these has the highest E_tot?
  C3H6Cl2NO